Record 1
The following is a quantum chemistry calculation of a single C8H12 molecule at a distorted geometry, from OMol25.

Cartesian coordinates (Å):
C 1.2587 0.4069 -0.6327
H 2.9420 -0.6171 -1.5201
H 2.9657 -0.6407 0.2852
C -2.1753 -0.1750 -0.2742
H 1.0012 0.9601 -1.5382
H -0.4104 2.7128 0.3386
C 0.3208 0.0989 0.2271
H 1.4195 -1.2713 1.5827
H 0.2590 -0.1331 2.3242
H -2.2371 2.4498 0.0664
C -2.0308 -1.4377 -0.6900
C 2.6967 -0.0582 -0.5932
H -3.1583 0.2866 -0.3556
C -1.2424 2.0171 0.2041
C -1.0340 0.7062 0.0509
H 3.3074 0.8233 -0.6186
H -2.9203 -1.8934 -1.1151
C 0.4763 -0.7518 1.4255
H -1.1042 -1.9972 -0.6106
H -0.3345 -1.4861 1.4438

Atomic forces in eV per Å
C 1.39 -0.46 -1.13
H -0.12 0.12 0.56
H -0.08 -0.04 -0.09
C 0.63 -0.26 -0.61
H -0.04 0.15 0.36
H -0.27 -0.26 0.16
C -0.86 0.48 0.08
H 0.02 0.17 -0.28
H 0.32 -0.28 -0.35
H 0.28 -0.17 0.11
C -0.74 0.46 0.22
C -0.53 -0.20 -0.67
H 0.18 0.05 0.08
C 0.17 0.28 -0.47
C -0.53 -0.05 0.62
H 0.60 0.48 0.07
H 0.27 -0.43 0.20
C -0.77 -0.04 1.44
H -0.09 0.14 -0.28
H 0.17 -0.13 -0.02

- molar mass (g/mol) = 108.184
- orbital gap (Ha) = 0.3612
- relative energy (zero: lowest compared OMol25 entry of this formula, charge and spin) (kJ/mol) = 69.9
- HOMO (eV) = -8.79
- SMILES = C=CC(=C)/C(C)=C/C
- maximum force (eV/Å) = 1.85
- LUMO level (eV) = 1.04

Record 2
The following is a quantum chemistry calculation of a single C8H12 molecule at a distorted geometry, from OMol25.

Cartesian coordinates (Å):
C -1.8637 -1.1020 0.2044
H 0.7829 0.8009 1.9282
H 2.4501 -2.3269 -0.7980
H 2.8248 -1.3340 0.7439
C 0.8608 -0.9263 -0.0828
H -1.9451 -2.1270 0.5575
H 0.1391 0.8097 -2.2951
H 1.6387 1.6146 -1.6396
H -0.6944 1.4736 1.4129
C -0.5863 -0.6476 -0.0231
C 0.3382 1.4557 1.2135
H -0.0138 2.2583 -1.6212
H -3.9393 -0.3138 0.3617
H 1.6846 -2.6854 0.6796
C 0.3295 0.5862 -0.1046
C 0.5796 1.3399 -1.4077
H 0.8105 2.4139 0.9771
H -2.5560 0.8101 -0.2829
C -2.8823 -0.2186 0.0849
C 2.0422 -1.8813 0.0911

Atomic forces in eV per Å
C -2.78 0.00 0.50
H 0.71 0.24 0.94
H 0.26 0.37 -0.59
H -0.93 -0.92 -1.36
C -6.25 2.19 0.37
H -0.40 0.09 -0.10
H 0.95 -0.44 0.77
H -0.72 -0.46 0.46
H -1.29 0.93 0.74
C 9.87 -0.34 -1.17
C 0.78 -1.33 -2.78
H 0.34 0.05 1.18
H 0.60 -0.42 -0.24
H -0.30 -0.99 0.69
C 0.57 -1.51 -0.04
C -1.08 0.49 -1.99
H -0.12 -0.16 0.75
H -0.71 -1.36 0.54
C 0.73 1.20 -0.22
C -0.22 2.37 1.57

- molar mass (g/mol) = 108.184
- orbital gap (Ha) = 0.3045
- relative energy (zero: lowest compared OMol25 entry of this formula, charge and spin) (kJ/mol) = 339.5
- HOMO (eV) = -7.73
- SMILES = C=CC1=C(C)C1(C)C
- maximum force (eV/Å) = 9.94
- LUMO level (eV) = 0.55

Record 3
The following is a quantum chemistry calculation of a single C8H12 molecule at a distorted geometry, from OMol25.

Cartesian coordinates (Å):
H 0.2648 0.2550 1.4045
C 1.1176 1.3359 -0.1344
H 0.2258 2.3043 -1.8664
H 1.1463 -2.3121 -0.8999
H -2.8333 -1.7371 1.6300
C 0.9008 -0.0888 -0.6487
H -1.2131 -2.2824 -0.6601
H 1.2355 -1.5484 0.7741
C 0.8620 -1.6104 -0.2033
H -1.1321 -1.4984 2.4261
H 1.7597 2.7068 -1.3531
H 0.4228 3.3764 -0.3861
H -2.0152 0.1532 -0.4042
C 0.0904 0.5027 0.3665
C 0.8206 2.4684 -0.9130
C -1.6872 -1.3731 1.4121
C -0.7824 -1.7052 0.0803
H 0.3246 -0.0095 -1.7289
C -1.3520 -0.2107 0.4332
H 1.8444 1.2734 0.6714

Atomic forces in eV per Å
H 1.47 -0.56 0.26
C 0.78 -1.58 1.98
H 0.07 -0.26 1.50
H 0.95 -1.70 -1.10
H 3.02 0.87 -1.31
C -1.64 -1.97 -3.80
H -1.42 -0.86 -1.32
H 1.54 -1.07 1.13
C -3.25 3.70 1.70
H -0.75 0.76 -1.89
H 0.99 1.19 -0.52
H 0.34 -1.07 -0.24
H -0.09 -0.59 1.55
C -5.29 -2.13 4.12
C -0.03 3.11 -3.28
C 0.84 -0.41 0.49
C -0.04 2.44 2.17
H 1.23 -0.08 2.64
C 0.71 -1.21 -3.66
H 0.58 1.40 -0.41

- molar mass (g/mol) = 108.184
- orbital gap (Ha) = 0.3512
- relative energy (zero: lowest compared OMol25 entry of this formula, charge and spin) (kJ/mol) = 610.2
- HOMO (eV) = -8.42
- SMILES = C[C@@H]1[C@H]2C[C@H]3C[C@H]3[C@H]12
- maximum force (eV/Å) = 7.03
- LUMO level (eV) = 1.14

Record 4
The following is a quantum chemistry calculation of a single C8H12 molecule at a distorted geometry, from OMol25.

Cartesian coordinates (Å):
C 1.5041 2.1020 -1.3543
C -0.3102 1.1488 0.1336
H 0.6871 -1.6034 -1.3104
C 0.3940 2.1966 -0.6176
H -0.8907 -0.8257 -1.0426
H -0.2583 3.0110 -0.9387
H 1.8670 3.0008 -1.8328
H -2.0083 2.3163 0.1513
C -0.0242 -1.2716 -0.5548
C -1.6004 1.3416 0.4092
H 0.1643 -3.1102 0.6641
H 0.8504 -1.5239 1.9644
H -1.5160 -2.4369 0.7422
C 0.8609 -0.4828 1.6550
H -0.8798 -3.2078 -0.6271
H 1.4681 0.1337 2.3126
H -2.1920 0.6546 1.0036
C -0.5940 -2.4890 0.1616
H 2.0982 1.1863 -1.3858
C 0.3796 -0.1406 0.4665

Atomic forces in eV per Å
C 0.22 -0.36 1.00
C 1.39 0.41 -0.16
H 0.37 0.43 0.28
C -0.73 -0.16 -1.75
H 0.21 -0.13 -0.65
H 0.22 0.45 0.85
H 0.00 -0.24 -0.45
H -0.26 -0.30 -0.01
C -1.74 0.89 1.75
C 0.33 0.36 0.58
H -0.19 0.58 0.39
H 0.51 -0.09 -0.42
H 0.36 0.77 0.30
C 1.14 -0.29 0.20
H -0.06 0.23 -0.06
H -0.98 0.60 0.21
H 0.01 -0.04 -0.21
C 0.43 -2.25 -1.20
H 0.10 0.37 0.17
C -1.32 -1.24 -0.82

- molar mass (g/mol) = 108.184
- orbital gap (Ha) = 0.3576
- relative energy (zero: lowest compared OMol25 entry of this formula, charge and spin) (kJ/mol) = 188.0
- HOMO (eV) = -8.81
- SMILES = C=CC(=C)C(=C)CC
- maximum force (eV/Å) = 2.62
- LUMO level (eV) = 0.92

Record 5
The following is a quantum chemistry calculation of a single C8H12 molecule at a distorted geometry, from OMol25.

Cartesian coordinates (Å):
C 1.2351 -1.1540 0.1346
H 1.3485 2.1505 -0.4097
H -0.9471 0.5709 2.2852
H -2.3733 2.0518 -0.8911
H 1.0699 -2.4384 1.8165
H 0.1677 2.5241 -1.4439
C -0.3626 -0.1986 1.7952
C 0.2549 -0.1338 0.6081
H 2.2049 -1.3443 2.1197
H -0.3112 -1.0503 2.4341
C -2.3517 1.1480 -1.3929
C 0.5583 1.7878 -0.9400
H -3.2795 1.1288 -1.9670
C -0.1002 0.6836 -0.5731
H 2.4277 -2.6987 0.9987
H 0.9258 -2.0393 -0.5118
H 1.9134 -0.6139 -0.6542
H -1.5373 -0.7901 -1.6642
C 1.8102 -1.9461 1.3146
C -1.3123 0.2378 -1.2984

Atomic forces in eV per Å
C 1.41 -1.64 -1.00
H 2.37 0.38 1.81
H -0.35 0.29 -0.81
H 0.89 1.85 1.09
H -2.52 -1.39 0.92
H -2.24 3.16 -4.00
C 0.11 0.85 -0.27
C -0.64 -1.39 -0.96
H 0.80 0.42 -0.10
H 0.74 -0.50 0.29
C 1.14 -2.52 -0.96
C -0.42 -3.72 2.52
H 0.25 -1.21 -0.06
C -0.44 1.09 0.40
H 2.13 -1.62 -0.73
H -0.83 1.39 0.33
H -0.42 -0.94 2.07
H 0.88 0.81 0.21
C 0.57 2.81 -0.48
C -3.44 1.89 -0.28

- molar mass (g/mol) = 108.184
- orbital gap (Ha) = 0.3595
- relative energy (zero: lowest compared OMol25 entry of this formula, charge and spin) (kJ/mol) = 292.3
- HOMO (eV) = -8.85
- SMILES = C=CC(=C)C(=C)CC
- maximum force (eV/Å) = 5.57
- LUMO level (eV) = 0.93

Record 6
The following is a quantum chemistry calculation of a molecular structure, C8H12B2F4KN4O4, from OMol25.

Cartesian coordinates (Å):
C -0.0072 0.8110 -1.4228
O 0.3773 -2.7517 -1.1696
C -0.5393 0.5842 1.5965
H 0.0022 2.2792 2.7785
H 1.9385 -1.6929 -2.7117
H 1.3595 -1.9074 3.0757
H -0.0903 -1.0807 3.7193
F -3.9744 1.0099 -0.2608
O -2.4637 1.6071 1.4695
H 0.5598 2.2456 -2.9159
N -1.7859 0.4135 1.4569
C 0.7300 2.0398 -1.8569
O 0.9253 -2.7237 1.0239
H 0.3544 2.8982 -1.3080
C 0.5254 -0.5217 -1.6174
N 0.4298 -1.5309 0.7276
H 1.8021 1.9360 -1.6950
C 0.7640 -1.0048 3.0419
B -3.0127 1.9507 0.1285
N -1.2389 0.7563 -1.0160
O -1.8216 1.9195 -0.8786
C 0.1583 1.8932 1.7693
H 1.3490 -0.1445 3.3784
K -3.2301 -1.4157 -0.2133
H 0.4904 -1.2239 -3.6115
F -3.4572 3.2206 0.1359
N 0.2736 -1.4926 -0.7612
H -0.2844 2.6199 1.0905
C 1.2260 -0.8875 -2.8751
H 1.2299 1.8009 1.5909
H 1.7117 -0.0007 -3.2777
F 1.3353 -4.7050 -0.2227
C 0.2460 -0.6773 1.6873
F 2.6676 -2.8452 -0.5824
B 1.4496 -3.3796 -0.2739

Atomic forces in eV per Å
C 0.36 -0.26 -0.21
O 0.07 -0.16 -0.14
C 0.46 0.07 0.07
H -0.02 -0.02 0.00
H 0.01 0.01 0.00
H 0.01 0.01 0.01
H -0.01 -0.03 -0.01
F 0.12 -0.28 -0.23
O -0.09 0.08 -0.18
H -0.03 -0.03 0.00
N -0.32 -0.17 0.02
C -0.04 -0.02 -0.03
O -0.02 0.03 -0.23
H 0.02 0.02 0.06
C 0.05 0.41 -0.26
N 0.09 0.24 0.39
H -0.01 0.02 0.01
C 0.08 0.05 0.03
B 0.01 0.07 0.26
N -0.19 -0.01 0.25
O 0.00 0.08 0.04
C 0.08 -0.02 0.01
H -0.02 -0.01 0.03
K -0.13 0.13 0.02
H 0.01 -0.02 -0.01
F 0.03 -0.04 -0.02
N -0.15 -0.16 0.51
H 0.03 0.02 -0.03
C -0.04 -0.04 0.02
H -0.01 0.01 0.00
H -0.03 0.01 0.01
F -0.02 0.02 0.03
C -0.29 -0.03 -0.35
F -0.06 -0.01 0.00
B 0.02 0.04 -0.08

- total charge = +1
- molar mass (g/mol) = 364.922
- orbital gap (Ha) = 0.2786
- relative energy (zero: lowest compared OMol25 entry of this formula, charge and spin) (kJ/mol) = 61.6
- HOMO (eV) = -12.93
- maximum force (eV/Å) = 0.56
- LUMO level (eV) = -5.35

Record 7
The following is a quantum chemistry calculation of a molecular structure, C8H12BiCl2N2O3RuS at a distorted geometry, from OMol25.

Cartesian coordinates (Å):
Bi -1.1420 -2.1648 0.7973
S -0.0389 -0.6844 -1.4376
N 1.7958 0.2867 0.2524
C 0.6710 2.7997 0.5994
O -4.5229 -0.4066 -1.1280
C -2.4418 -3.2312 -2.2884
H 2.6879 -0.5386 -1.4571
C 1.9584 0.3534 1.7223
H 0.3961 3.7052 0.0522
H -2.1486 1.2769 -0.1536
Cl 0.8576 -3.6922 0.9310
H 1.8587 1.3814 2.0747
C 0.5606 0.5319 -0.2860
H 2.2421 -1.7482 -0.1968
Cl -2.0660 0.3693 -3.9672
O 0.0109 -2.2649 3.9975
H 1.2340 -0.2902 2.2485
C -0.4564 -1.7960 3.0603
C -3.5697 -0.8470 -1.6503
Ru -2.1074 -1.4419 -2.5479
H 0.4347 2.9627 1.6598
O -2.7084 -4.3600 -2.1445
N -0.0759 1.6585 0.0472
C 2.6279 -0.7336 -0.3808
H -1.3652 1.9366 -1.6000
H -1.6492 2.9844 -0.1770
H 2.9732 0.0051 1.9405
H 1.7420 2.6241 0.4832
H 3.6285 -0.6535 0.0570
C -1.3870 1.9772 -0.5082

Atomic forces in eV per Å
Bi -1.98 0.92 -0.90
S 0.92 0.28 0.83
N -0.62 -2.03 0.83
C 0.65 0.38 0.33
O 4.43 -1.91 -2.27
C -2.46 -8.07 1.17
H -0.04 -0.21 0.14
C 1.07 0.71 0.25
H -0.08 -0.10 -0.06
H 0.12 -0.03 0.04
Cl 1.37 -1.23 0.21
H -0.01 -0.31 0.19
C -0.90 0.53 -0.69
H 0.01 0.35 -0.02
Cl -0.25 -1.21 0.81
O -1.63 2.14 -3.22
H 0.08 0.25 -0.49
C 1.77 -2.70 4.92
C -6.00 2.08 3.00
Ru 1.85 4.41 -3.03
H -0.28 -0.01 -0.19
O 1.30 4.76 -0.68
N 0.74 -0.26 -0.88
C 1.06 0.73 -0.47
H 0.16 0.04 -0.09
H -0.06 -0.18 -0.11
H -0.25 0.15 0.11
H -0.23 0.31 -0.05
H -0.11 -0.07 -0.07
C -0.63 0.28 0.37

- total charge = +4
- molar mass (g/mol) = 597.218
- orbital gap (spin up / spin down) (Ha) = 0.2316 / 0.1091
- relative energy (zero: lowest compared OMol25 entry of this formula, charge and spin) (kJ/mol) = 129.9
- HOMO (spin up / spin down) (eV) = -22.59 / -23.27
- multiplicity = 6
- maximum force (eV/Å) = 8.52
- ⟨S²⟩ = 8.8180
- LUMO level (spin up / spin down) (eV) = -16.29 / -20.30

Record 8
The following is a quantum chemistry calculation of a molecular structure, C8H12Ca2NO9 at a distorted geometry, from OMol25.

Cartesian coordinates (Å):
O -2.9069 -5.0166 -16.1734
N -0.2683 -6.0909 -12.1460
H -3.4786 -3.0268 -12.8253
H -2.0094 0.6798 -12.3600
O -1.0226 -6.4407 -11.3035
O 0.1362 -6.9283 -13.0493
C -3.2407 -4.8486 -15.0471
C -2.1484 -0.7739 -14.0403
O 0.6520 -2.0021 -12.4895
H -0.8096 1.5328 -15.0842
H -1.1729 2.5173 -13.6064
H -5.7840 -2.6471 -12.5053
C -1.4718 1.6785 -14.2354
C -5.5942 -3.6720 -12.8242
C -1.5883 0.4812 -13.3438
C -4.1240 -3.8266 -13.1904
H -4.1337 -5.8105 -12.2234
O -3.9858 -3.7904 -14.6322
H -6.2304 -3.9495 -13.6595
H -5.8738 -4.2591 -11.9479
H -2.6067 -5.0500 -12.2081
O -3.1160 -5.7646 -14.0710
H -2.4623 1.9456 -14.6121
H -2.0513 -0.7349 -15.1211
O -1.3483 -1.8441 -13.4785
C -3.4914 -5.1774 -12.8347
Ca 2.1598 -7.7512 -13.8495
O -0.2338 -0.0318 -12.9943
C -0.2559 -1.3204 -12.9811
Ca 2.1627 -3.6641 -12.0199
H -3.1921 -0.8208 -13.7383
O 0.1151 -4.8696 -12.2521

Atomic forces in eV per Å
O 0.68 0.06 0.12
N -0.83 0.07 0.54
H -0.31 0.05 0.27
H -0.39 0.08 -0.20
O 0.45 0.10 -0.38
O 2.21 -0.35 -0.53
C -1.64 0.17 -0.96
C -0.58 1.43 0.77
O 1.58 -1.39 0.14
H 0.11 -0.09 0.09
H 0.28 0.13 -0.36
H -0.22 0.08 -0.40
C -0.45 0.58 0.72
C 0.31 0.48 0.67
C 0.68 -0.80 -0.88
C -0.28 -0.30 -0.44
H -0.30 -0.25 -0.59
O 0.87 -0.20 0.33
H -0.02 0.03 -0.02
H 0.16 -0.25 -0.12
H 0.08 0.26 -0.19
O 0.51 -0.12 0.58
H -0.02 -0.13 -0.03
H 0.14 -0.24 -0.02
O 0.02 -0.53 -0.10
C 0.08 0.12 0.96
Ca -1.96 -0.58 -0.05
O 0.65 0.08 0.22
C -0.79 0.76 0.04
Ca -2.52 1.92 0.08
H -0.01 -0.81 -0.21
O 1.51 -0.36 -0.01

- total charge = +3
- molar mass (g/mol) = 346.338
- orbital gap (Ha) = 0.1425
- HOMO (eV) = -17.31
- maximum force (eV/Å) = 3.17
- LUMO level (eV) = -13.44

Calculated E, -8488.8574; -8486.0636; -8483.2576; -8487.6344; -8486.5526; -51185.5960; -61860.0822; -65255.4401 eV (same order as the records).